(1)
C6H7N | ωB97M-V/def2-TZVPD

Geometry as XYZ:
```
14
Properties=species:S:1:pos:R:3:forces:R:3
C 1.51267 0.79506 0.06996 4.1 3.0 0.8
C 1.52842 -0.76113 -0.05683 0.7 -1.3 -1.8
C -1.22613 -1.08044 0.10684 -0.2 0.7 -1.6
C -2.06684 0.06052 -0.03190 2.4 -3.1 1.1
C -1.19597 1.17717 0.01600 -1.8 1.6 -0.9
C 0.05564 0.68107 -0.02828 0.7 2.0 -1.0
H 1.79052 0.89652 1.19989 -0.1 0.8 -2.1
H 2.16268 1.65964 -0.73181 -1.9 -3.1 2.7
H 1.79253 -1.41919 0.74460 0.8 0.2 0.9
H 1.80846 -1.27534 -0.98259 0.8 0.5 0.0
H -1.69119 -2.07037 0.12226 1.2 0.0 -0.2
H -3.10318 -0.24450 -0.14383 -0.1 1.3 0.2
H -1.50345 2.20056 -0.14760 0.2 0.0 0.4
N 0.13585 -0.61957 -0.13671 -6.9 -2.6 1.6
```
Forces are in eV/Å.

Summary:
Highest occupied orbital energy in eV: -7.845
Charge: 0
DFT total energy in eV: -7821.683

(2)
C44H60N6O15 | ωB97M-V/def2-TZVPD

Geometry as XYZ:
```
125
Properties=species:S:1:pos:R:3:forces:R:3
C -6.06899 1.16680 -1.13509 -0.7 -2.3 -0.7
C -5.01925 0.68092 -2.07122 -0.6 -0.3 0.0
C -5.19540 1.00364 -3.53380 -0.2 1.6 -1.2
O -3.89497 1.50924 -3.87695 -0.1 0.3 -1.2
C -3.10261 1.57159 -2.81073 0.3 0.1 -0.1
O -1.96162 1.91914 -2.82572 0.5 0.2 -0.2
O -3.75344 1.18625 -1.74214 0.6 0.5 1.4
H -5.86533 0.79379 -0.14017 -0.3 -0.1 0.2
H -6.99836 0.75447 -1.58093 0.2 0.0 0.8
H -6.18915 2.19256 -1.12415 0.1 2.3 0.0
H -4.89199 -0.37222 -2.00964 -0.3 -1.1 0.4
H -5.97187 1.75102 -3.86099 0.8 -0.3 0.9
H -5.37166 0.17053 -4.18085 0.0 -0.9 -0.1
C 2.21914 -1.66139 6.07304 -0.4 -0.9 0.4
C 1.89047 -0.21774 6.15978 -0.9 0.0 1.3
C 2.95330 0.65484 5.66327 0.9 0.9 -1.2
O 2.22304 1.81209 5.14200 2.0 -0.5 0.6
C 1.05241 1.35185 4.81898 -0.9 1.1 -0.1
O 0.28201 2.00424 4.18112 -0.7 0.7 -0.9
O 0.76720 0.19331 5.33315 -0.1 -1.8 0.2
H 3.23345 -1.86791 6.46521 -0.6 0.2 -0.1
H 2.17733 -2.01626 5.05983 0.2 -0.1 -0.6
H 1.46582 -2.24855 6.61127 0.3 0.0 0.1
H 1.58956 0.06076 7.17640 0.1 0.0 0.0
H 3.46898 0.16712 4.82932 0.1 0.4 0.1
H 3.65334 0.97527 6.40770 0.4 0.2 0.3
C -3.04224 0.27863 -7.08020 -0.7 -1.9 0.9
C -2.27649 -0.72847 -6.22796 -0.7 -0.1 -0.3
C -0.91860 -0.26740 -5.74797 -0.9 -1.1 0.9
O -0.89800 -0.72993 -4.39271 0.4 -0.5 1.0
C -2.11088 -1.17156 -3.97557 1.3 0.3 -0.9
O -2.38342 -1.53778 -2.87656 0.0 0.1 0.3
O -2.93078 -1.16996 -5.00627 -1.5 0.5 -1.0
H -3.06516 1.23102 -6.65477 -0.3 1.5 1.0
H -4.05972 -0.12270 -7.25584 0.5 0.4 -0.2
H -2.49522 0.39739 -7.98203 0.3 -0.2 -1.1
H -2.22517 -1.62919 -6.82561 0.3 -0.3 -0.1
H -0.83255 0.78578 -5.64072 0.3 1.0 -0.6
H -0.18617 -0.79264 -6.33491 0.8 0.3 0.1
C -0.99940 0.20616 0.42157 -0.3 0.9 2.2
C 0.34227 0.81401 0.03355 -0.6 0.0 0.8
C 1.12240 1.46951 1.22343 -0.2 -1.5 -2.3
O 1.83711 0.29351 1.69065 0.2 0.5 0.6
C 2.05162 -0.57540 0.67668 -1.6 1.6 0.4
O 2.83968 -1.46006 0.74626 0.4 -0.6 -0.6
O 1.21636 -0.26785 -0.34982 1.1 -0.5 0.1
H -1.68182 1.00457 0.81833 0.4 -0.4 -0.9
H -0.97042 -0.46052 1.32290 0.6 0.2 -0.8
H -1.41327 -0.32882 -0.39758 -0.6 -0.3 -0.7
H 0.19530 1.46141 -0.83921 0.3 -0.1 0.2
H 0.46191 1.89840 1.96468 0.3 -0.1 0.3
H 1.85897 2.14099 0.78260 0.0 0.4 0.5
C 0.47418 -4.30447 -0.18846 -0.2 -3.4 -1.2
C 1.13616 -5.15103 0.87804 0.2 0.3 0.5
C 2.65627 -5.49343 0.75383 -1.4 -0.4 -1.6
O 3.24763 -5.00827 1.91964 0.8 -0.4 -0.1
C 2.34594 -4.40227 2.65516 -0.3 1.6 2.8
O 2.59293 -3.92138 3.74824 -0.3 -0.5 -1.5
O 1.13827 -4.35866 2.08837 0.1 -0.5 0.2
H 1.06668 -3.47342 -0.45637 0.2 1.5 0.2
H -0.59918 -4.22029 0.05976 0.7 0.7 -0.2
H 0.53407 -4.95353 -1.12049 -0.4 0.7 0.8
H 0.56944 -6.08011 1.05250 0.0 0.4 0.1
H 3.04834 -4.97765 -0.12752 0.3 -0.3 0.1
H 2.75657 -6.58520 0.69814 0.4 0.4 -0.1
C 4.87298 3.22444 -1.64050 -1.0 -1.2 -0.2
C 4.35059 2.17161 -2.42992 0.4 -1.3 -0.8
C 3.02960 2.40864 -2.70969 0.7 0.3 1.1
N 2.69651 3.55465 -2.00267 -1.6 -0.8 -1.3
C 3.79711 4.00413 -1.35556 0.0 1.5 0.0
H 5.87876 3.25244 -1.32384 0.7 0.4 0.5
H 4.86906 1.24692 -2.71960 -0.2 0.7 0.0
H 2.35635 1.77298 -3.24677 -0.4 0.2 -0.1
H 1.76843 4.00403 -2.11785 1.2 -0.1 0.5
H 3.75022 4.95747 -0.88800 0.0 0.5 0.5
C -4.30508 2.18305 2.70232 -2.3 -1.4 -0.3
C -4.32361 1.01581 3.55133 -0.7 1.8 -0.3
C -3.09811 0.86315 4.06892 2.3 0.2 -0.8
N -2.29724 1.80153 3.38933 1.8 -1.5 1.9
C -3.01690 2.57432 2.58925 -1.0 1.1 -0.6
H -5.24224 2.54375 2.25124 0.9 0.1 0.0
H -5.19143 0.53676 3.87084 -1.2 -0.8 0.3
H -2.66690 0.14203 4.78046 -0.2 0.6 -0.6
H -1.29108 1.88185 3.55855 -0.5 0.0 0.1
H -2.65669 3.41987 2.03212 0.5 0.0 0.0
C -0.37822 6.52495 -2.35413 -0.9 1.8 -0.2
C -0.59021 5.13300 -2.30831 0.3 -1.4 -1.1
C -0.52713 4.74612 -1.00836 0.2 0.2 0.1
N -0.28344 5.82432 -0.24362 0.0 2.0 -0.3
C -0.23628 6.94652 -1.06009 0.1 0.5 1.0
H -0.60682 7.29600 -3.11555 0.6 -1.1 0.1
H -0.67115 4.36163 -3.07987 -0.3 0.7 0.0
H -0.65850 3.80834 -0.56649 -0.1 -1.3 0.4
H -0.29563 5.89626 0.74866 0.0 -0.3 0.4
H -0.18801 7.97866 -0.63534 0.1 -1.3 -0.5
C 6.01160 -1.28470 4.86059 0.7 0.6 0.9
C 6.75686 -0.08627 4.64010 0.9 0.2 -0.8
C 6.30505 0.47440 3.47892 -1.1 -1.2 0.2
N 5.21653 -0.27069 3.06938 -0.3 -0.2 -0.7
C 5.03303 -1.35600 3.93193 -0.4 1.0 -1.5
H 6.26519 -2.00099 5.60478 -0.3 -0.4 0.6
H 7.65934 0.32071 5.08808 -0.3 -0.5 0.4
H 6.74589 1.21642 2.86345 0.0 0.7 -0.3
H 4.74568 -0.17658 2.15586 0.3 -0.1 1.1
H 4.14859 -1.96555 3.81282 0.4 -0.4 -0.1
C 2.88834 -3.26197 -4.25280 -0.4 -1.2 -1.4
C 1.67680 -2.52827 -4.28902 -1.3 0.0 0.9
C 1.55697 -1.81067 -3.08834 1.9 -1.2 -1.7
N 2.72949 -2.06558 -2.43466 -0.3 0.2 0.6
C 3.51980 -2.98155 -3.08619 -1.1 1.2 0.4
H 3.13989 -4.02016 -5.01960 0.1 0.7 0.8
H 0.84903 -2.75472 -4.95950 0.4 0.4 -0.1
H 0.87377 -1.10844 -2.69141 -0.6 0.3 0.1
H 2.93409 -1.63848 -1.55100 0.3 -0.1 0.3
H 4.35986 -3.34121 -2.57230 1.1 -0.4 0.1
C -4.96645 -3.20729 -0.12338 0.4 0.7 2.6
C -5.42213 -3.43656 1.24144 1.2 1.3 -1.2
C -4.70021 -2.57165 2.02759 0.2 -0.3 -1.6
N -3.84406 -1.87532 1.21899 1.7 1.6 1.0
C -3.96096 -2.25676 -0.05329 -1.0 -1.4 -1.6
H -5.31522 -3.65652 -0.98609 -0.5 -0.9 -1.5
H -6.11624 -4.12679 1.62517 -0.8 -0.7 0.1
H -4.55599 -2.51570 3.05133 -0.2 0.3 1.8
H -3.18382 -1.11778 1.48366 -1.0 -1.1 0.1
H -3.29070 -2.01531 -0.86578 -0.1 0.6 0.3
```
Forces are in eV/Å.

Summary:
Structure (SMILES): C[C@H]1COC(=O)O1.C[C@H]1COC(=O)O1.C[C@H]1COC(=O)O1.C[C@H]1COC(=O)O1.C[C@H]1COC(=O)O1.c1cc[nH]c1.c1cc[nH]c1.c1cc[nH]c1.c1cc[nH]c1.c1cc[nH]c1.c1cc[nH]c1
Highest occupied orbital energy in eV: -7.966
Charge: 0
DFT total energy in eV: -86253.221

(3)
C5H11N2O2S | ωB97M-V/def2-TZVPD

Geometry as XYZ:
```
21
Properties=species:S:1:pos:R:3:forces:R:3
C -0.37844 -2.58689 -0.65109 -1.1 -2.2 1.5
C -0.61112 -1.14414 -0.43312 -0.5 -0.8 -0.4
N -1.41690 -0.57467 -1.53252 0.4 1.1 -2.0
C -0.05794 -0.35372 0.49294 0.8 0.2 0.2
S 0.89048 -1.13172 1.80339 -0.1 0.6 -0.4
N 1.33071 0.20844 2.72785 1.8 0.6 -4.2
C -0.11802 1.14706 0.41406 -0.4 0.6 -0.1
O 0.96106 1.97008 0.90506 -0.4 0.1 -0.3
C 0.74523 2.06035 -0.45247 0.6 -2.7 -0.7
O 0.30120 3.16851 -1.05517 -0.2 0.4 -0.4
H -1.26219 -3.37105 -0.44430 1.7 2.0 -0.2
H 0.45291 -2.85516 0.03314 -0.4 -0.3 -0.7
H -0.09961 -2.78411 -1.68337 0.3 0.0 -0.1
H -1.38005 0.46644 -1.38955 -0.2 -0.8 -0.8
H -2.41524 -0.86141 -1.58622 0.6 0.1 0.6
H -1.03559 -0.86259 -2.52699 -0.5 0.9 2.3
H 1.22824 0.06837 3.64274 -1.1 -0.9 4.5
H 2.31112 0.50750 2.58709 -0.9 -0.3 -0.3
H -1.11267 1.53752 0.63892 0.2 0.2 0.2
H 1.49262 1.55376 -1.09528 -0.3 0.2 0.5
H 0.17419 3.83742 -0.39511 -0.3 0.9 0.6
```
Forces are in eV/Å.

Summary:
Structure (SMILES): C/C([NH3+])=C(\SN)[C@H]1O[C@@H]1O
Highest occupied orbital energy in eV: -12.339
Charge: +1
DFT total energy in eV: -23264.283

Please write out number 1 again, unchanged.
C6H7N | ωB97M-V/def2-TZVPD

Geometry as XYZ:
```
14
Properties=species:S:1:pos:R:3:forces:R:3
C 1.51267 0.79506 0.06996 4.1 3.0 0.8
C 1.52842 -0.76113 -0.05683 0.7 -1.3 -1.8
C -1.22613 -1.08044 0.10684 -0.2 0.7 -1.6
C -2.06684 0.06052 -0.03190 2.4 -3.1 1.1
C -1.19597 1.17717 0.01600 -1.8 1.6 -0.9
C 0.05564 0.68107 -0.02828 0.7 2.0 -1.0
H 1.79052 0.89652 1.19989 -0.1 0.8 -2.1
H 2.16268 1.65964 -0.73181 -1.9 -3.1 2.7
H 1.79253 -1.41919 0.74460 0.8 0.2 0.9
H 1.80846 -1.27534 -0.98259 0.8 0.5 0.0
H -1.69119 -2.07037 0.12226 1.2 0.0 -0.2
H -3.10318 -0.24450 -0.14383 -0.1 1.3 0.2
H -1.50345 2.20056 -0.14760 0.2 0.0 0.4
N 0.13585 -0.61957 -0.13671 -6.9 -2.6 1.6
```
Forces are in eV/Å.

Summary:
Highest occupied orbital energy in eV: -7.845
Charge: 0
DFT total energy in eV: -7821.683

- highest occupied orbital energy of number 1 (C6H7N)?
  -7.845 eV